1.
The following is a DFT calculation (wB97M-V/def2-TZVPD) of an isolated molecule of C4H4O3.

The geometry in XYZ format:
```
11
Properties=species:S:1:pos:R:3:forces:R:3
O -0.060 -1.551 0.180 0.02 -0.13 0.08
C -1.325 0.459 -0.650 0.02 0.03 0.04
H -2.189 0.168 -0.047 0.14 0.03 -0.11
H -1.277 1.550 -0.686 0.05 -0.12 0.01
C 0.038 -0.752 1.263 -0.14 -0.07 0.74
H 3.019 0.490 -0.401 -0.10 0.05 -0.06
O 0.065 -0.844 2.444 -0.11 -0.02 -0.69
C 2.151 0.137 0.190 0.00 0.18 -0.41
C -0.085 -0.100 -0.027 -0.27 0.16 0.00
O 1.126 0.370 -0.602 0.25 -0.15 0.26
H -1.462 0.072 -1.665 0.14 0.04 0.14
```
Forces are in eV/Å.

LUMO level	0.03	eV

=====

2.
The following is a DFT calculation (wB97M-V/def2-TZVPD) of a cluster of 2 separate species, C4H4O3 in total in a non-equilibrium geometry.

The geometry in XYZ format:
```
11
Properties=species:S:1:pos:R:3:forces:R:3
H -2.919 0.938 0.292 -1.72 0.55 0.50
H 1.182 0.652 -0.807 0.64 0.58 -0.89
H -2.013 -0.504 -0.296 -0.13 -2.99 -1.18
C -2.047 0.445 0.036 1.97 2.14 1.62
O -1.116 1.326 -0.597 0.46 0.66 -1.50
C 0.957 -0.634 0.484 -1.82 -1.06 -0.66
H 2.517 -0.839 1.454 3.69 -0.26 -0.49
O 1.608 -0.825 1.526 -2.38 0.20 2.58
C 1.312 -0.457 -0.838 -0.54 0.82 -0.34
C -0.731 1.033 0.583 -0.65 -0.27 0.86
O 1.247 -1.135 -1.836 0.50 -0.38 -0.49
```
Forces are in eV/Å.

LUMO level	-0.22	eV

=====

Short version: E_HOMO = -9.5272 -8.5206 eV, in the order given.
Short version: frontier orbital gap = 9.559 8.304 eV, in the order given.